#1
C4H13N3 | ωB97M-V/def2-TZVPD

HOMO-LUMO gap = 9.8470 eV
highest occupied orbital energy = -8.7 eV
net charge = 0

CARTESIAN COORDINATES (ANGSTROEM)
C1 -0.287 0.699 0.423
N1 1.050 0.448 -0.083
C2 2.008 1.381 0.524
N2 3.341 0.797 0.660
C3 -1.374 0.042 -0.418
N3 -1.334 -1.403 -0.271
C4 -2.516 -2.078 -0.895
H1 -0.444 0.499 1.491
H2 -0.450 1.782 0.322
H3 1.391 -0.481 0.110
H4 1.604 1.823 1.444
H5 2.115 2.226 -0.166
H6 3.348 0.206 1.491
H7 3.973 1.577 0.777
H8 -1.212 0.393 -1.452
H9 -2.332 0.469 -0.112
H10 -0.524 -1.699 -0.796
H11 -2.508 -2.088 -1.987
H12 -3.360 -1.494 -0.535
H13 -2.490 -3.099 -0.526

#2
C4H13N3 | ωB97M-V/def2-TZVPD

HOMO-LUMO gap = 7.5628 eV
highest occupied orbital energy = -6.8 eV
net charge = 0

CARTESIAN COORDINATES (ANGSTROEM)
C1 0.960 -0.015 0.733
C2 -0.211 0.671 0.197
C3 -0.903 -1.781 -1.292
C4 0.043 1.545 -1.027
N1 1.251 0.060 2.050
N2 1.510 -0.889 -0.105
N3 -1.009 1.303 1.243
H1 -0.721 -0.337 -0.330
H2 1.796 -0.661 2.497
H3 0.593 0.610 2.587
H4 2.209 -1.516 0.273
H5 0.653 -1.370 -0.716
H6 -1.946 0.917 1.264
H7 -1.092 2.304 1.109
H8 -1.345 -2.500 -0.596
H9 -0.367 -2.354 -2.057
H10 -1.721 -1.287 -1.823
H11 0.510 2.495 -0.744
H12 0.694 1.041 -1.740
H13 -0.904 1.762 -1.525

Tell me which of them is the most stable. Sure, it is #1.

#1
C4H13N3 | ωB97M-V/def2-TZVPD

HOMO-LUMO gap = 9.6049 eV
highest occupied orbital energy = -8.5 eV
net charge = 0

CARTESIAN COORDINATES (ANGSTROEM)
C1 0.514 -1.078 -1.184
N1 0.062 0.192 -0.661
C2 0.604 0.492 0.661
C3 0.035 1.823 1.184
N2 0.695 2.959 0.544
C4 -0.241 -2.268 -0.559
N3 -1.678 -1.977 -0.597
H1 1.596 -1.213 -1.011
H2 0.405 -1.119 -2.266
H3 0.179 0.920 -1.347
H4 1.701 0.476 0.608
H5 0.215 -0.275 1.335
H6 -1.004 1.737 0.862
H7 0.271 1.805 2.248
H8 0.000 3.530 0.069
H9 1.009 3.655 1.216
H10 0.089 -2.308 0.480
H11 -0.158 -3.231 -1.054
H12 -1.974 -1.413 0.185
H13 -2.320 -2.708 -0.714

#2
C4H13N3 | ωB97M-V/def2-TZVPD

HOMO-LUMO gap = 9.8318 eV
highest occupied orbital energy = -8.8 eV
net charge = 0

CARTESIAN COORDINATES (ANGSTROEM)
N1 -0.030 -0.432 -2.849
C1 -0.750 -1.152 -1.957
C2 -0.141 -1.535 -0.616
N2 0.257 -0.180 -0.009
C3 0.347 -0.138 1.519
C4 0.008 1.059 2.304
N3 0.308 2.258 1.481
H1 0.551 0.286 -2.462
H2 0.690 -1.005 -3.236
H3 -1.246 -2.120 -2.369
H4 -1.699 -0.554 -1.621
H5 -1.098 -1.704 -0.043
H6 0.434 -2.434 -0.555
H7 -0.471 0.436 -0.183
H8 -0.111 -0.916 2.035
H9 1.428 -0.418 1.659
H10 -1.078 1.075 2.476
H11 0.521 1.063 3.279
H12 1.291 2.262 1.095
H13 0.255 3.107 2.066

Tell me which of them is the most stable. Sure, it is #1.

#1
C4H13N3 | ωB97M-V/def2-TZVPD

HOMO-LUMO gap = 10.1805 eV
highest occupied orbital energy = -9.1 eV
net charge = 0

CARTESIAN COORDINATES (ANGSTROEM)
N1 -0.927 1.409 -0.678
C1 0.045 0.435 -0.222
C2 -0.419 -0.915 0.341
C3 -1.081 -0.714 1.707
N2 -0.127 -0.418 2.786
C4 0.991 0.072 -1.412
N3 1.332 1.205 -2.270
H1 -0.621 1.776 -1.581
H2 -1.713 0.818 -0.984
H3 0.663 0.800 0.634
H4 0.419 -1.594 0.485
H5 -1.180 -1.266 -0.375
H6 -1.759 0.127 1.550
H7 -1.703 -1.580 1.997
H8 0.725 -0.961 2.621
H9 -0.457 -0.921 3.605
H10 1.806 -0.641 -1.238
H11 0.356 -0.535 -2.094
H12 1.812 0.989 -3.119
H13 1.838 1.912 -1.753

#2
C4H13N3 | ωB97M-V/def2-TZVPD

HOMO-LUMO gap = 9.9689 eV
highest occupied orbital energy = -8.9 eV
net charge = 0

CARTESIAN COORDINATES (ANGSTROEM)
N1 -2.285 -0.742 -1.316
C1 -2.398 -0.630 0.158
C2 -1.023 -0.739 0.809
N2 -0.148 0.297 0.253
C3 1.179 0.312 0.869
C4 2.185 1.001 -0.041
N3 2.641 0.105 -1.062
H1 -2.881 -0.071 -1.791
H2 -1.356 -0.373 -1.543
H3 -3.071 -1.429 0.467
H4 -2.880 0.295 0.515
H5 -1.158 -0.619 1.895
H6 -0.578 -1.717 0.597
H7 -0.616 1.167 0.455
H8 1.169 0.734 1.880
H9 1.504 -0.733 0.910
H10 1.732 1.928 -0.435
H11 3.014 1.424 0.547
H12 2.912 0.485 -1.951
H13 2.055 -0.697 -1.217

#3
C4H13N3 | ωB97M-V/def2-TZVPD

HOMO-LUMO gap = 10.2340 eV
highest occupied orbital energy = -9.2 eV
net charge = 0

CARTESIAN COORDINATES (ANGSTROEM)
C1 1.698 -0.855 0.811
C2 0.480 -0.785 1.713
C3 -0.453 -1.971 1.521
N1 2.481 0.383 0.928
H1 1.349 -0.933 -0.219
H2 2.277 -1.749 1.056
H3 -0.042 0.154 1.525
H4 0.779 -0.728 2.763
H5 0.099 -2.914 1.564
H6 -0.960 -1.944 0.558
H7 -1.214 -2.026 2.300
H8 3.347 0.313 0.407
H9 2.750 0.513 1.898
N2 -1.054 1.652 -0.809
C4 -1.218 1.139 -2.068
N3 -2.340 0.692 -2.462
H10 -1.884 1.599 -0.237
H11 -0.167 1.552 -0.341
H12 -0.315 1.204 -2.679
H13 -2.273 0.447 -3.447

#4
C4H13N3 | ωB97M-V/def2-TZVPD

HOMO-LUMO gap = 10.0994 eV
highest occupied orbital energy = -9.1 eV
net charge = 0

CARTESIAN COORDINATES (ANGSTROEM)
N1 -0.771 -1.475 -0.588
C1 -0.378 -0.131 -0.098
C2 0.694 -0.181 0.930
C3 2.075 -0.590 0.366
N2 2.864 0.607 -0.014
C4 -1.679 0.601 0.280
N3 -2.585 0.726 -0.868
H1 -0.356 -1.631 -1.500
H2 -1.762 -1.418 -0.758
H3 0.032 0.610 -0.843
H4 0.890 0.745 1.504
H5 0.509 -0.846 1.783
H6 1.824 -1.178 -0.527
H7 2.587 -1.097 1.161
H8 3.490 0.319 -0.753
H9 2.331 1.408 -0.313
H10 -1.548 1.510 0.876
H11 -2.127 -0.022 1.069
H12 -2.609 1.713 -1.080
H13 -3.479 0.330 -0.624

Tell me which of them is the most stable. Sure, it is #3.